H26KrO13 | ωB97M-V with the def2-TZVPD basis set

Properties
Orbital gap, eV: 8.91
Lowest unoccupied orbital energy, eV: -0.637
ΔE to the lowest compared entry with this formula, charge and spin, kcal/mol: 21.1
HOMO energy, eV: -9.55

Geometry as ORCA input:
```
! wB97M-V def2-TZVPD RIJCOSX def2/J DEFGRID3
* xyz 0 1
Kr -0.18714 -0.43509 -0.09671
O -2.40475 3.02650 -0.09635
H -1.51855 3.02179 -0.45810
H -2.81583 2.24142 -0.45817
O -3.36336 0.87322 -1.52453
H -3.15616 0.03327 -1.11490
H -3.25351 0.71643 -2.46239
O 0.61903 3.44943 1.48055
H 0.35799 2.75926 0.87083
H 0.26384 3.17091 2.32464
O -0.65498 2.03110 3.76263
H -0.18617 2.09682 4.59457
H -0.26100 1.27700 3.32407
O 3.35831 -1.44227 2.16572
H 3.01965 -1.80752 1.34832
H 3.75410 -2.18839 2.61616
O -2.11488 -2.11712 -3.68374
H -1.16625 -2.15517 -3.56177
H -2.26594 -2.54603 -4.52603
O 3.05386 -2.23818 -0.44139
H 3.21412 -1.51730 -1.05039
H 2.52858 -2.86270 -0.94166
O -3.41673 -1.58357 0.07034
H -3.69981 -1.22697 0.91232
H -3.12445 -2.47242 0.27222
O 0.52876 -1.09748 -4.13636
H 1.29724 -0.95602 -3.58351
H 0.88844 -1.33312 -4.99154
O 0.99793 -0.50391 3.32021
H 1.68660 -0.88664 2.77662
H 1.46632 0.04128 3.95235
O 0.00695 3.17284 -1.42800
H 0.96086 3.10123 -1.39390
H -0.22799 2.83880 -2.29371
O -1.22958 -1.86996 4.01891
H -0.45370 -1.46616 3.63008
H -1.73398 -1.13461 4.36686
O 2.75798 -0.22804 -2.50946
H 3.58446 -0.40876 -2.95723
H 2.88987 0.62594 -2.09770
*
```